Record 1
Computed, not measured: a structure of composition C32H30ClIrN5O2S at a distorted geometry, with wB97M-V/def2-TZVPD.

Geometry as XYZ:
```
72
Properties=species:S:1:pos:R:3
Ir 0.455 -0.540 0.641
N -1.150 2.525 3.706
C -0.931 1.518 2.791
S 0.087 0.221 3.289
N -1.563 1.585 1.662
N -1.382 0.672 0.723
C -2.273 0.543 -0.259
C -3.552 1.264 -0.243
C -3.584 2.650 -0.104
C -4.781 3.334 -0.197
C -5.968 2.648 -0.413
C -5.952 1.265 -0.508
C -4.757 0.578 -0.422
C -1.986 -0.326 -1.340
C -2.800 -0.359 -2.498
C -2.526 -1.241 -3.503
C -1.423 -2.094 -3.373
C -0.628 -1.954 -2.253
N -0.875 -1.111 -1.267
H -0.401 2.645 4.370
H -1.496 3.382 3.301
H -2.655 3.180 0.034
H -4.791 4.413 -0.116
H -6.902 3.190 -0.497
H -6.878 0.723 -0.659
H -4.749 -0.500 -0.501
H -3.618 0.338 -2.583
H -3.146 -1.276 -4.386
H -1.187 -2.816 -4.136
H 0.258 -2.561 -2.140
O 0.088 1.927 -1.576
C 0.695 2.296 -0.581
N 1.204 1.468 0.379
C 1.835 2.180 1.361
O 2.401 1.719 2.342
C 1.732 3.618 1.013
C 2.208 4.750 1.644
C 2.015 5.973 1.017
C 1.346 6.056 -0.200
C 0.836 4.919 -0.816
C 1.048 3.698 -0.205
H 2.715 4.679 2.595
H 2.398 6.875 1.475
H 1.217 7.020 -0.677
H 0.297 4.986 -1.750
C 3.042 -2.714 -1.290
C 3.095 -1.250 -0.851
C 4.551 -0.771 -0.880
C 2.511 -1.078 0.554
H 3.370 -2.833 -2.323
H 2.035 -3.108 -1.193
H 3.691 -3.321 -0.661
H 2.541 -0.646 -1.581
H 5.131 -1.311 -0.134
H 4.607 0.292 -0.664
H 4.998 -0.953 -1.858
H 3.037 -0.276 1.076
H 2.697 -1.999 1.106
Cl 2.589 -7.656 0.187
C 1.858 -6.110 0.502
C 0.700 -5.749 -0.165
C 0.092 -4.544 0.126
C 0.596 -3.685 1.112
C -0.080 -2.454 1.498
C 1.772 -4.091 1.766
C 2.407 -5.274 1.460
H 0.270 -6.419 -0.896
H -0.811 -4.270 -0.400
H 0.079 -2.297 2.565
H -1.152 -2.513 1.290
H 2.181 -3.463 2.543
H 3.315 -5.561 1.969
```

As for the net charge: -1. The HOMO energy comes out at -4.404 eV. The value obtained for the gap between HOMO and LUMO is 6.38 eV. As for the spin multiplicity: 1. For the energy above the lowest of the compared OMol25 structures with the same formula, charge and spin, the calculation gives 67.92 kcal/mol. For the max |F|, the calculation gives 0.0556 hartree/bohr.

Mulliken population analysis, charges in e, atoms 1 to 5: 1.31, -0.52, 0.32, -0.42, -1.28

---

Record 2
Computed, not measured: a cluster of 13 separate species, C58H65N13 in total at a distorted geometry, with wB97M-V/def2-TZVPD.

Geometry as XYZ:
```
136
Properties=species:S:1:pos:R:3
N 3.167 2.538 -3.395
C 1.903 2.691 -3.914
C 1.346 3.796 -3.276
C 2.182 4.077 -2.164
C 3.325 3.338 -2.302
H 3.877 1.950 -3.790
H 1.583 1.938 -4.611
H 0.346 4.169 -3.420
H 1.909 4.680 -1.312
H 4.264 3.273 -1.776
N -1.122 -5.519 -1.306
C -0.449 -5.282 -0.125
C -0.979 -4.138 0.409
C -2.004 -3.660 -0.412
C -2.036 -4.508 -1.481
H -0.958 -6.292 -1.921
H 0.395 -5.897 0.139
H -0.586 -3.639 1.286
H -2.587 -2.767 -0.260
H -2.765 -4.619 -2.272
N -1.740 3.303 2.181
C -2.403 2.285 2.842
C -1.853 2.366 4.147
C -1.139 3.521 4.290
C -0.990 4.055 3.028
H -1.702 3.521 1.190
H -2.922 1.479 2.356
H -2.090 1.657 4.930
H -0.469 3.803 5.089
H -0.357 4.871 2.729
N -3.953 1.310 -0.140
C -5.334 1.392 0.084
C -5.793 0.096 0.212
C -4.690 -0.775 0.261
C -3.613 0.010 -0.041
H -3.297 2.046 -0.340
H -5.773 2.362 -0.073
H -6.802 -0.278 0.294
H -4.754 -1.846 0.350
H -2.547 -0.155 -0.165
N -2.252 6.576 -0.114
C -1.004 5.979 -0.021
C -1.136 4.685 -0.459
C -2.467 4.489 -0.830
C -3.123 5.705 -0.683
H -2.437 7.536 0.109
H -0.210 6.577 0.395
H -0.362 3.932 -0.413
H -2.861 3.677 -1.420
H -4.119 5.964 -0.999
N -2.079 -2.806 -5.148
C -1.711 -2.921 -6.461
C -0.415 -2.510 -6.573
C 0.100 -2.155 -5.284
C -0.952 -2.467 -4.438
H -2.894 -3.161 -4.686
H -2.361 -3.189 -7.277
H 0.104 -2.469 -7.519
H 1.081 -1.760 -5.093
H -1.003 -2.449 -3.358
N 2.279 -2.669 5.363
C 1.026 -3.071 5.794
C 0.109 -2.273 5.167
C 0.800 -1.505 4.172
C 2.116 -1.638 4.495
H 3.162 -3.058 5.633
H 0.993 -3.899 6.482
H -0.961 -2.404 5.233
H 0.370 -0.744 3.544
H 2.846 -0.943 4.105
N 0.243 1.558 0.238
C -0.125 0.485 0.993
C -0.035 -0.806 0.551
C 0.211 -1.036 -0.806
C 0.571 0.029 -1.593
C 0.621 1.291 -1.029
H -0.332 0.717 2.032
H -0.354 -1.688 1.093
H 0.056 -2.030 -1.202
H 0.852 -0.127 -2.628
H 1.058 2.148 -1.532
N 4.526 2.256 4.981
C 4.980 3.047 3.983
C 4.244 3.226 2.819
C 2.928 2.783 2.854
C 2.437 1.983 3.851
C 3.256 1.793 4.957
H 6.001 3.381 4.107
H 4.505 3.900 2.014
H 2.304 3.015 1.996
H 1.497 1.456 3.752
H 3.146 0.988 5.672
N -4.516 -2.734 5.783
C -3.964 -1.563 5.454
C -3.337 -1.342 4.243
C -3.296 -2.367 3.298
C -3.867 -3.581 3.634
C -4.452 -3.739 4.890
H -3.931 -0.783 6.204
H -2.845 -0.427 3.938
H -2.864 -2.157 2.329
H -3.828 -4.450 2.989
H -4.825 -4.680 5.264
N 4.430 -0.133 -1.832
C 5.671 -0.639 -1.818
C 6.405 -0.865 -0.661
C 5.808 -0.507 0.551
C 4.596 0.153 0.524
C 3.863 0.161 -0.650
H 5.970 -0.919 -2.821
H 7.354 -1.379 -0.719
H 6.367 -0.554 1.478
H 4.091 0.570 1.386
H 2.906 0.656 -0.731
N -1.456 2.356 -5.123
C -2.536 2.760 -4.428
C -3.158 1.893 -3.562
C -2.779 0.575 -3.483
C -1.684 0.171 -4.236
C -1.010 1.099 -5.007
H -2.967 3.734 -4.611
H -3.997 2.343 -3.039
H -3.215 -0.217 -2.890
H -1.315 -0.831 -4.052
H -0.093 0.878 -5.534
N 4.767 -3.703 -1.930
C 4.077 -3.483 -0.810
C 2.692 -3.483 -0.692
C 1.984 -3.554 -1.890
C 2.651 -3.729 -3.086
C 4.035 -3.867 -3.025
H 4.658 -3.290 0.087
H 2.184 -3.457 0.260
H 0.908 -3.672 -1.797
H 2.167 -3.798 -4.050
H 4.533 -3.996 -3.983
```

The HOMO energy comes out at -7.819 eV. The value obtained for the gap between HOMO and LUMO is 8.15 eV. As for the spin multiplicity: 1. For the energy above the lowest of the compared OMol25 structures with the same formula, charge and spin, the calculation gives 75.15 kcal/mol. For the max |F|, the calculation gives 0.0705 hartree/bohr.

Mulliken population analysis, charges in e, atoms 1 to 5: 0.14, -0.68, -0.35, -0.41, -0.70